*P*
Computed, not measured: C10H18N2O5 in the gas phase, with wB97M-V/def2-TZVPD.

The calculation puts the HOMO energy at -9.58 eV. Its structure (SMILES) is CC[C@H](C)[C@H](N)C(=O)N[C@@H](CC(=O)O)C(=O)O.

ORCA input file:
```
! wB97M-V def2-TZVPD RIJCOSX def2/J DEFGRID3
* xyz 0 1
O -0.61 2.90 1.22
O 3.70 -0.06 0.61
O 3.24 -1.44 -2.93
O 2.19 -2.21 -1.14
O 3.27 2.21 0.44
N -1.59 0.67 2.52
N 0.75 1.64 -0.09
C 1.78 0.09 -1.65
C 1.60 0.55 -0.20
C -0.21 1.81 0.88
C -2.69 0.19 0.07
C 2.94 1.05 0.37
C -1.28 -0.45 0.48
C -3.14 -0.42 -1.22
C -0.64 0.50 1.47
C -1.37 -1.87 1.01
C 2.43 -1.27 -1.86
H -0.41 -2.46 0.99
H -1.14 1.24 3.22
H -2.05 -2.44 0.34
H 2.29 0.92 -2.18
H 0.81 0.04 -2.09
H 1.15 2.54 -0.33
H 4.56 0.29 0.83
H 1.31 -0.32 0.36
H -3.35 0.09 0.90
H -2.38 -0.11 -1.91
H -3.18 -1.54 -1.31
H -1.87 -1.95 1.96
H 3.31 -2.40 -2.98
H -0.67 -0.49 -0.40
H -4.17 -0.07 -1.49
H -2.59 1.27 -0.08
H -2.29 1.38 2.21
H 0.28 0.12 1.96
*
```

---

*Q*
Computed, not measured: C10H18N2O5 in the gas phase, with wB97M-V/def2-TZVPD.

The calculation puts the HOMO energy at -9.41 eV. Its structure (SMILES) is CC(C)C[C@H](NC(=O)[C@@H](N)CC(=O)O)C(=O)O.

ORCA input file:
```
! wB97M-V def2-TZVPD RIJCOSX def2/J DEFGRID3
* xyz 0 1
O 3.28 3.26 -0.85
O -1.71 0.35 1.67
O 1.19 3.87 -0.21
O -2.08 0.93 -0.67
O 1.54 -0.79 2.66
N 1.29 2.12 2.95
N 0.72 -0.63 0.70
C -0.45 -0.89 -1.53
C 2.08 3.04 -0.13
C -1.14 -3.09 -2.16
C 1.19 -0.06 1.83
C -0.15 -0.07 -0.25
C -1.49 0.43 0.50
C -2.44 -2.11 -0.27
C 2.33 1.82 0.77
C -1.66 -1.85 -1.58
C 1.18 1.38 1.70
H -2.54 -1.44 -2.30
H -0.25 -0.18 -2.33
H 0.43 0.84 -0.55
H -0.84 -2.99 -3.16
H 1.78 1.62 3.66
H -1.76 -2.89 0.22
H 0.73 -1.61 0.98
H 0.15 1.67 1.31
H 2.68 1.09 0.06
H -2.80 -1.24 0.26
H -3.25 -2.82 -0.60
H 3.01 2.04 1.49
H 0.34 -1.74 -1.64
H -1.86 -3.91 -2.09
H 3.25 3.98 -1.53
H -2.93 1.20 -0.52
H -0.27 -3.57 -1.72
H 0.43 2.22 3.33
*
```

---

Of them, the most stable is *P* and the least stable is *Q*.

---

*P*
Computed, not measured: a molecular structure, C33H37AsKN5O7S, with wB97M-V/def2-TZVPD.

The calculation puts the HOMO energy at -2.93 eV.

ORCA input file:
```
! wB97M-V def2-TZVPD RIJCOSX def2/J DEFGRID3
* xyz -2 1
As 0.84 -2.03 -1.12
K -0.46 0.27 0.90
S 1.12 2.59 -2.35
O -2.71 -0.64 0.43
O 0.67 2.42 1.72
O -4.53 -0.62 -0.88
O 4.64 -2.30 0.86
O 0.09 2.08 3.86
O 3.75 -0.66 -0.39
O -1.23 0.56 -1.39
N 2.35 0.22 1.86
N -1.26 -4.70 5.55
N 3.18 1.99 -0.75
N -0.21 -2.60 2.07
N 2.31 4.10 -0.55
C -1.49 -2.80 2.40
C -4.96 3.59 -1.80
C 1.83 0.75 2.97
C -2.80 0.14 -3.11
C -3.45 -1.42 -4.84
C -0.78 -3.08 -1.54
C -4.40 2.34 -2.02
C 2.26 2.87 -1.12
C -2.62 0.58 -1.66
C 4.21 2.33 0.21
C 2.98 4.43 0.70
C -3.19 1.98 -1.43
C 1.28 -1.48 -2.96
C -2.55 2.90 -0.60
C 2.24 0.37 4.24
C 3.96 -1.27 0.68
C -2.86 -0.63 -5.81
C 3.63 3.21 1.31
C -3.36 -0.34 -0.60
C 0.42 -3.79 4.05
C 3.25 -0.57 4.36
C 3.80 -1.11 3.21
C -1.88 -3.49 3.54
C -2.24 0.55 -5.43
C 3.33 -0.69 1.97
C 0.75 1.86 2.84
C 0.71 -3.09 2.89
C -0.91 -3.99 4.40
C 2.04 -3.59 -1.01
C -3.11 4.15 -0.38
C -2.21 0.93 -4.10
C -4.31 4.50 -0.98
C -3.43 -1.04 -3.50
H -4.74 5.48 -0.81
H 0.35 -1.38 -3.53
H 2.89 2.63 1.85
H -2.94 -3.61 3.76
H 3.73 5.21 0.51
H 1.23 -4.16 4.68
H -1.71 1.85 -3.82
H 4.60 1.40 0.60
H -1.62 2.67 -0.09
H -0.73 -3.50 -2.54
H 1.93 -2.20 -3.44
H 3.07 -3.24 -0.94
H -1.66 -2.45 -1.44
H 3.01 0.99 -0.87
H -0.56 -4.66 6.28
H 1.91 -4.23 -1.88
H -2.23 -2.37 1.73
H 4.42 3.51 2.01
H -4.91 1.61 -2.64
H 1.75 -2.92 2.60
H 5.02 2.86 -0.30
H -2.60 4.85 0.27
H -2.88 -0.93 -6.85
H 3.61 -0.89 5.33
H -0.86 -3.89 -0.81
H -5.90 3.84 -2.27
H -2.17 -4.46 5.91
H 1.77 -0.50 -2.93
H -0.74 1.29 -1.82
H 2.23 4.83 1.39
H -3.94 -2.35 -5.12
H 4.59 -1.85 3.22
H 1.52 4.66 -0.82
H 1.75 0.82 5.10
H 1.80 -4.15 -0.10
H -3.91 -1.65 -2.75
H -1.76 1.18 -6.17
*
```

---

*Q*
Computed, not measured: a molecular structure, C33H37AsKN5O7S, with wB97M-V/def2-TZVPD.

The calculation puts the HOMO energy at -3.16 eV.

ORCA input file:
```
! wB97M-V def2-TZVPD RIJCOSX def2/J DEFGRID3
* xyz -2 1
As -0.23 1.57 2.51
K -1.00 -0.44 -0.13
S -0.74 4.04 -4.31
O 1.17 -1.74 0.96
O -3.24 -3.38 2.55
O 0.35 -2.09 -1.67
O -2.67 1.93 -0.44
O -4.62 2.99 -0.04
O 1.16 -4.19 -1.64
O -1.57 -1.96 2.02
N -3.42 -0.11 1.23
N 3.26 4.18 -3.56
N -2.97 3.06 -3.22
N -2.09 1.85 -4.95
N 2.32 2.25 0.05
C 4.78 -0.48 -0.36
C -2.77 -2.29 2.20
C 0.99 -3.05 -1.19
C -5.05 -1.22 2.56
C -3.53 0.71 -3.31
C -3.80 2.04 0.09
C 3.31 3.13 -0.03
C 3.55 -0.97 0.09
C 3.02 -4.48 1.61
C -0.20 3.53 2.56
C 3.01 -5.58 2.47
C 3.95 -3.02 -1.07
C -3.79 -1.15 1.98
C 1.84 -4.02 1.03
C 5.18 -2.54 -1.51
C 3.13 -2.24 -0.26
C 0.65 -4.67 1.35
C 2.97 3.54 -2.37
C -1.99 2.92 -4.12
C 0.64 -5.75 2.21
C 1.68 1.98 -1.09
C -2.83 0.61 -4.66
C -5.52 0.93 1.61
C 5.60 -1.27 -1.15
C -4.26 0.90 1.03
C -4.07 2.12 -3.15
C 1.39 1.28 3.58
C 3.67 3.80 -1.19
C -1.55 1.29 3.93
C 1.97 2.58 -2.31
C -5.92 -0.15 2.38
C 1.77 -2.76 0.17
C 1.82 -6.22 2.77
H -6.90 -0.16 2.84
H 3.60 -4.00 -1.38
H 4.48 4.53 -1.18
H 1.46 0.22 3.84
H 2.91 -0.34 0.70
H -3.56 0.45 -5.45
H 3.85 3.34 0.89
H 3.65 5.11 -3.46
H 3.94 -5.92 2.90
H 1.81 -7.06 3.45
H 5.08 0.53 -0.09
H -2.13 -0.22 -4.67
H -0.28 -4.31 0.93
H 1.37 2.35 -3.18
H -1.27 1.81 4.86
H -1.13 3.91 2.14
H -0.07 3.91 3.57
H -4.33 -0.03 -3.25
H -2.52 1.64 3.59
H 1.40 1.89 4.49
H 6.55 -0.88 -1.51
H 0.84 1.30 -1.06
H 3.96 -3.99 1.39
H -1.33 1.79 -5.60
H -4.58 2.28 -2.20
H -4.77 2.34 -3.97
H -1.62 0.22 4.11
H 0.63 3.88 1.93
H -2.83 0.52 -2.49
H 2.49 4.17 -4.22
H -5.31 -2.10 3.13
H -0.31 -6.22 2.46
H 2.25 1.53 2.96
H 5.80 -3.16 -2.14
H 0.40 -2.10 1.43
H -6.15 1.79 1.42
H -2.75 3.58 -2.38
*
```

---

Of them, the most stable is *Q* and the least stable is *P*.

---

*P*
Computed, not measured: C6H7OP in the gas phase, with wB97M-V/def2-TZVPD.

The calculation puts the HOMO energy at -8.60 eV. Its structure (SMILES) is O/C=C/C/C=C\C#P.

ORCA input file:
```
! wB97M-V def2-TZVPD RIJCOSX def2/J DEFGRID3
* xyz 0 1
P 3.84 -0.68 -0.48
O -3.14 -1.54 0.22
C 2.88 0.29 0.27
C 0.54 0.92 0.60
C 0.18 0.21 -0.64
C 1.84 0.94 0.98
C -1.84 -0.97 0.21
C -1.23 -0.17 -0.71
H 0.84 -0.68 -0.84
H 2.20 1.58 1.84
H -1.71 0.13 -1.74
H 0.46 1.01 -1.34
H -1.26 -1.18 1.20
H -3.45 -1.47 -0.62
H -0.12 1.62 1.06
*
```

---

*Q*
Computed, not measured: C6H7OP in the gas phase, with wB97M-V/def2-TZVPD.

The calculation puts the HOMO energy at -9.64 eV. Its structure (SMILES) is O=[PH2]c1ccccc1.

ORCA input file:
```
! wB97M-V def2-TZVPD RIJCOSX def2/J DEFGRID3
* xyz 0 1
P -2.46 -0.52 0.12
O -3.29 0.64 0.15
C 0.24 -1.13 -0.03
C 2.14 0.43 -0.05
C -0.67 -0.05 -0.03
C -0.08 1.26 0.02
C 1.60 -0.85 -0.03
C 1.30 1.52 -0.03
H 0.05 -2.22 -0.09
H -2.33 -1.19 1.30
H 1.57 2.50 -0.06
H -2.74 -1.51 -0.93
H 2.33 -1.74 -0.09
H 3.15 0.68 -0.13
H -0.80 2.17 -0.11
*
```

---

Of them, the most stable is *Q* and the least stable is *P*.